# C10H14N3S

A gas-phase ion, C10H14N3S (charge +1) (ωB97M-V/def2-TZVPD, OMol25).

2S+1 = 3
total charge = +1
highest occupied orbital energy (alpha / beta) = -12.582 / -12.695 eV
relative energy (zero: lowest compared OMol25 entry of this formula, charge and spin) = 18.86 kcal per mole
HOMO-LUMO gap (alpha / beta) = 9.70 / 6.89 eV

```
28
Properties=species:S:1:pos:R:3:lowdin_spin:R:1
C -2.845 0.616 -1.235 0.0196
C -0.693 -0.027 0.403 0.0558
C -0.559 -1.122 -0.299 0.6358
C -1.949 0.451 1.010 0.0610
C 1.711 -0.421 1.047 -0.0014
C 1.159 0.855 -0.984 -0.0013
C 1.736 -1.662 0.008 0.0220
C 0.932 -0.365 -1.871 0.0175
C 0.726 0.660 0.470 0.0418
C -3.256 0.177 0.021 0.0819
N -2.436 0.886 -2.289 0.0021
N -4.156 1.149 0.749 0.0027
N 0.597 -1.480 -0.944 0.1079
S -3.528 -1.601 0.118 0.9127
H -2.170 -0.073 1.901 0.0049
H -2.001 1.469 1.215 0.0040
H 1.444 -0.869 2.033 0.0002
H 2.714 0.078 1.325 0.0008
H 2.265 1.074 -0.839 0.0002
H 0.684 1.694 -1.409 -0.0001
H 2.642 -1.489 -0.613 0.0031
H 1.833 -2.650 0.492 0.0011
H 0.059 -0.205 -2.594 0.0019
H 1.812 -0.604 -2.483 0.0018
H 0.898 1.485 1.162 0.0062
H -4.831 1.616 0.077 0.0010
H -4.772 0.822 1.485 0.0010
H 0.760 -2.334 -1.496 0.0157
```